# 1
# C2H5OP

C2H5OP in the gas phase at a distorted geometry (wB97M-V/def2-TZVPD, the Open Molecules 2025 dataset).

M (g/mol): 76.03
Net charge: 0
ΔE to the lowest compared entry with this formula, charge and spin (kJ/mol): 468.5

```
9
C2H5OP wB97M-V/def2-TZVPD
P 0.964 0.382 -0.781
C -0.606 0.484 0.054
C -1.100 -0.587 0.899
O -0.638 0.593 1.418
H 2.424 -0.016 -0.470
H 0.941 1.734 -1.369
H 0.576 -0.353 -1.920
H -2.077 -0.856 0.897
H -0.485 -1.382 1.273
```

natural (NBO) population analysis, charges in e, atoms 1 to 2:
1 P 0.59
2 C -0.28

# 2
# C44H53As2InN7O2SSb

A molecular structure, C44H53As2InN7O2SSb at a distorted geometry (wB97M-V/def2-TZVPD, the Open Molecules 2025 dataset).

M (g/mol): 1130.44
Net charge: +2
ΔE to the lowest compared entry with this formula, charge and spin (kJ/mol): 39.5

```
111
C44H53As2InN7O2SSb wB97M-V/def2-TZVPD
In 0.501 0.298 -0.761
O 1.173 4.835 -1.667
C 2.397 4.954 -1.106
C 3.010 6.203 -1.174
C 4.266 6.386 -0.636
C 4.950 5.331 -0.030
C 4.364 4.088 0.015
C 3.078 3.879 -0.506
C 2.501 2.537 -0.536
O 1.229 2.400 -0.636
N 3.363 1.505 -0.524
N 2.723 0.377 -0.854
C 3.347 -0.681 -1.218
C 2.558 -1.728 -1.877
C 3.184 -2.757 -2.571
C 2.413 -3.640 -3.305
C 1.035 -3.471 -3.341
C 0.484 -2.426 -2.626
N 1.221 -1.582 -1.903
H 0.821 3.958 -1.431
H 2.477 7.014 -1.652
H 4.728 7.363 -0.689
H 5.932 5.487 0.390
H 4.882 3.250 0.459
H 4.431 -0.733 -1.202
H 4.261 -2.844 -2.539
H 2.881 -4.447 -3.853
H 0.400 -4.130 -3.915
H -0.583 -2.238 -2.645
S -4.289 1.850 -6.695
N -4.588 1.589 -5.135
C -3.416 1.438 -4.535
C -3.218 1.197 -3.118
C -4.261 1.163 -2.192
C -3.968 0.978 -0.860
C -2.641 0.804 -0.486
N -1.641 0.812 -1.361
C -1.909 1.020 -2.665
C -0.770 1.127 -3.584
N 0.450 0.981 -3.050
C 1.515 1.143 -3.821
C 1.419 1.447 -5.177
C 0.172 1.574 -5.745
C -0.957 1.414 -4.938
C -2.318 1.549 -5.418
N -2.680 1.782 -6.672
H -5.278 1.294 -2.537
H -4.744 0.966 -0.109
H -2.372 0.661 0.550
H 2.482 1.041 -3.344
H 2.318 1.584 -5.761
H 0.043 1.804 -6.794
C -3.391 4.149 1.837
As -1.600 3.724 1.165
C -0.982 5.558 0.900
C -0.726 3.407 2.892
C -0.821 4.352 3.913
C -0.302 4.114 5.174
C 0.315 2.903 5.449
C 0.425 1.950 4.452
C -0.079 2.209 3.176
As 0.035 0.687 1.962
C 1.665 -0.190 2.591
C -1.463 -0.306 2.726
H -3.355 4.912 2.612
H -3.862 3.253 2.243
H -3.996 4.516 1.009
H -1.288 6.183 1.736
H -1.404 5.956 -0.021
H 0.104 5.566 0.822
H -1.318 5.294 3.726
H -0.389 4.866 5.946
H 0.709 2.699 6.435
H 0.912 1.011 4.681
H 1.490 -0.741 3.513
H 2.415 0.581 2.766
H 2.025 -0.886 1.835
H -1.141 -0.783 3.649
H -1.849 -1.058 2.043
H -2.242 0.421 2.964
C -0.408 -3.627 4.232
C -1.351 -3.799 3.043
C -2.038 -5.159 3.084
Sb -0.241 -3.316 1.224
C 1.455 -4.675 1.391
C 1.184 -6.173 1.436
C 2.450 -4.330 0.290
C -1.594 -4.076 -0.313
C -2.967 -3.455 -0.052
C -1.656 -5.583 -0.533
H -0.951 -3.762 5.169
H 0.056 -2.638 4.259
H 0.392 -4.368 4.214
H -2.119 -3.023 3.081
H -1.323 -5.978 3.075
H -2.735 -5.308 2.263
H -2.610 -5.246 4.012
H 1.880 -4.370 2.351
H 0.783 -6.543 0.495
H 0.498 -6.454 2.232
H 2.122 -6.703 1.618
H 2.035 -4.557 -0.695
H 3.365 -4.917 0.401
H 2.728 -3.274 0.312
H -1.196 -3.619 -1.221
H -3.412 -3.813 0.876
H -3.659 -3.706 -0.859
H -2.913 -2.363 0.007
H -1.845 -6.135 0.385
H -0.729 -5.959 -0.964
H -2.462 -5.825 -1.231
```

natural (NBO) population analysis, charges in e, atoms 1 to 2:
1 In 1.63
2 O -0.67

# 3
# C37H81BCl16N4O4P3

9 unconnected molecules or ions with the total composition C37H81BCl16N4O4P3 at a distorted geometry (wB97M-V/def2-TZVPD, the Open Molecules 2025 dataset).

M (g/mol): 1317.06
Net charge: +1

```
146
C37H81BCl16N4O4P3 wB97M-V/def2-TZVPD
C 2.209 3.276 3.863
C 1.180 2.282 2.995
P 1.765 0.464 2.915
C 0.240 -0.546 3.561
C 2.222 -0.079 1.095
C 2.968 1.164 0.307
C 4.521 1.453 0.664
C 4.914 1.745 2.212
O 6.415 1.779 2.265
C 0.826 -0.335 0.202
C -0.279 0.857 0.320
C -1.563 0.632 -0.721
C -2.729 1.808 -0.512
C -3.559 2.100 -1.896
C -3.658 1.461 0.794
C -5.081 0.721 0.462
C -4.933 -0.910 0.155
C -4.692 -1.952 1.189
C -3.439 -1.941 2.268
C -5.746 -3.220 1.288
C 0.250 -1.863 0.321
C 1.436 -2.922 -0.173
O 1.131 -4.174 0.503
B 1.112 -3.187 -1.799
N 1.114 -4.612 -2.330
O 0.773 -2.107 -2.757
N 2.827 -2.388 -0.109
P 4.153 -3.517 -0.511
N 3.945 -5.060 -0.157
C 3.132 -1.488 1.108
P 3.097 -2.394 2.794
N 3.860 -4.004 2.753
O 4.129 -1.542 3.970
H 1.680 3.621 4.876
H 2.567 4.203 3.233
H 3.116 2.609 4.198
H 0.903 2.771 1.969
H 0.172 2.299 3.635
H 0.361 -1.710 3.409
H 0.263 -0.388 4.745
H -0.790 -0.124 3.208
H 2.380 2.188 0.485
H 2.938 1.035 -0.881
H 5.217 0.581 0.241
H 4.850 2.416 0.038
H 4.578 2.836 2.473
H 4.604 0.930 2.992
H 6.718 0.828 2.471
H 1.216 -0.274 -0.928
H -0.726 1.048 1.380
H 0.217 1.881 -0.044
H -1.132 0.633 -1.810
H -2.121 -0.388 -0.546
H -2.131 2.805 -0.264
H -4.100 1.144 -2.349
H -2.881 2.523 -2.755
H -4.441 2.846 -1.603
H -3.017 0.788 1.505
H -3.925 2.493 1.319
H -5.728 0.780 1.463
H -5.739 1.276 -0.358
H -5.076 -1.264 -0.956
H -3.536 -0.987 2.976
H -2.386 -1.879 1.753
H -3.564 -2.874 2.964
H -5.162 -4.187 0.979
H -6.642 -3.088 0.526
H -6.161 -3.357 2.398
H -0.640 -1.984 -0.465
H -0.197 -2.165 1.354
H 1.780 -4.426 1.217
H 2.047 -5.005 -2.036
H 0.358 -5.203 -1.872
H 1.597 -1.737 -3.194
H 2.905 -1.700 -0.923
H 4.481 -3.437 -1.935
H 5.348 -3.032 0.181
H 4.679 -5.383 0.512
H 4.296 -1.259 0.953
H 4.614 -4.068 3.499
H 3.125 -4.680 3.071
H 5.082 -1.608 3.654
Cl 9.746 4.472 -1.679
C 8.485 4.190 -0.453
C 7.807 2.840 -0.628
Cl 6.809 2.774 -2.102
H 7.766 5.013 -0.510
H 8.977 4.235 0.523
H 7.137 2.649 0.216
H 8.536 2.026 -0.674
Cl 14.722 5.569 0.001
C 13.282 6.057 -0.927
C 13.643 6.851 -2.173
Cl 14.303 8.458 -1.779
H 12.626 6.628 -0.262
H 12.761 5.138 -1.210
H 12.748 7.017 -2.780
H 14.379 6.323 -2.788
Cl 16.542 9.753 3.650
C 16.827 8.372 2.562
C 17.364 7.158 3.305
Cl 19.022 7.414 3.903
H 17.512 8.697 1.773
H 15.866 8.130 2.099
H 17.400 6.297 2.631
H 16.731 6.896 4.158
Cl -9.358 -2.858 0.268
C -10.045 -1.710 1.444
C -9.248 -0.416 1.516
Cl -7.638 -0.656 2.238
H -10.092 -2.208 2.417
H -11.068 -1.499 1.120
H -9.773 0.308 2.145
H -9.113 0.029 0.525
Cl -12.184 -3.181 -2.280
C -11.899 -4.563 -3.368
C -11.362 -5.776 -2.625
Cl -9.705 -5.520 -2.027
H -11.214 -4.237 -4.157
H -12.860 -4.804 -3.831
H -11.326 -6.638 -3.299
H -11.995 -6.039 -1.772
Cl -11.811 1.187 -1.312
C -10.833 1.735 -2.696
C -9.918 0.640 -3.221
Cl -8.615 0.243 -2.073
H -10.266 2.618 -2.383
H -11.534 2.040 -3.478
H -9.435 0.970 -4.145
H -10.472 -0.279 -3.436
Cl 1.684 1.417 -3.493
C 1.154 3.114 -3.608
C 1.558 3.925 -2.387
Cl 0.667 3.433 -0.926
H 0.069 3.121 -3.756
H 1.622 3.531 -4.505
H 1.334 4.983 -2.554
H 2.629 3.834 -2.180
Cl -13.067 -7.997 -3.672
C -13.579 -9.674 -3.355
C -12.741 -10.335 -2.272
Cl -11.066 -10.629 -2.803
H -13.530 -10.228 -4.297
H -14.626 -9.631 -3.040
H -13.167 -11.309 -2.015
H -12.707 -9.728 -1.362
```

Löwdin population analysis, charges in e, atoms 1 to 2:
1 C -0.17
2 C -0.40

# 4
# C3H3N3O

C3H3N3O in the gas phase (wB97M-V/def2-TZVPD, the Open Molecules 2025 dataset).

M (g/mol): 97.08
Net charge: 0
ΔE to the lowest compared entry with this formula, charge and spin (kJ/mol): 402.9

```
10
C3H3N3O wB97M-V/def2-TZVPD
O -1.173 -2.219 -0.206
C -0.566 -1.239 0.091
N 0.769 -1.030 0.410
N 0.465 0.311 0.864
C 0.637 1.229 -0.231
C -0.639 1.147 -0.602
N -0.959 0.138 0.402
H 1.195 -1.645 1.092
H 1.585 1.605 -0.580
H -1.315 1.702 -1.240
```

natural (NBO) population analysis, charges in e, atoms 1 to 2:
1 O -0.54
2 C 0.75

# 5
# C4H12

2 unconnected molecules or ions with the total composition C4H12 at a distorted geometry (wB97M-V/def2-TZVPD, the Open Molecules 2025 dataset).

M (g/mol): 60.14
Net charge: 0
ΔE to the lowest compared entry with this formula, charge and spin (kJ/mol): 38.9

```
16
C4H12 wB97M-V/def2-TZVPD
C 0.477 0.182 2.309
C 1.955 0.525 2.321
H -0.029 0.478 3.218
H 0.039 0.322 1.318
H 0.358 -0.913 2.305
H 2.051 1.617 2.191
H 2.598 0.139 1.532
H 2.501 0.378 3.256
C -0.850 0.292 -2.146
C -1.618 -0.987 -2.453
H 0.113 0.135 -1.667
H -0.656 0.920 -3.008
H -1.457 0.892 -1.458
H -2.582 -0.804 -2.935
H -1.818 -1.606 -1.582
H -1.080 -1.569 -3.199
```

natural (NBO) population analysis, charges in e, atoms 1 to 2:
1 C -0.63
2 C -0.61

# 6
# C3H3BrO

C3H3BrO in the gas phase at a distorted geometry (wB97M-V/def2-TZVPD, the Open Molecules 2025 dataset).

M (g/mol): 134.96
Net charge: 0
ΔE to the lowest compared entry with this formula, charge and spin (kJ/mol): 362.8

```
8
C3H3BrO wB97M-V/def2-TZVPD
C -0.161 -0.651 -0.209
C -1.590 -0.835 -0.247
C 0.222 0.684 0.414
O -1.062 -0.603 -1.393
Br 1.758 -1.723 -0.252
H 1.042 0.710 1.189
H -0.680 1.027 0.831
H 0.471 1.391 -0.333
```

natural (NBO) population analysis, charges in e, atoms 1 to 2:
1 C 0.14
2 C 0.28

The calculated total energy results, record by record, are as follows: -13486.0192, -205225.5528, -282717.4610, -9673.2783, -4342.1247, -75244.7700 eV.